Run a
# C3H4F2O

A 2-piece molecular cluster, C3H4F2O overall (wB97M-V/def2-TZVPD, the OMol25 dataset).

Calculated values
gap between HOMO and LUMO (spin up / spin down): 6.883 / 9.613 eV
LUMO energy (spin up / spin down): -1.3 / 0.5 eV

Last column: natural (NBO) charge in e.
CARTESIAN COORDINATES (ANGSTROEM)
C: -1.6795 -0.6236 -0.0514  -0.02
C: -0.3498 -0.4391 -0.0306  0.26
C: 2.2221 0.8594 0.2871  0.08
O: -2.6640 0.2316 -0.1634  -0.65
F: 0.4048 -1.5765 -0.0881  -0.34
F: 2.7234 -0.0528 -0.4961  -0.33
H: -2.0689 -1.5750 0.4154  0.20
H: 1.6393 0.3376 1.0231  0.16
H: 2.1843 1.7715 -0.1853  0.14
H: -2.4117 1.0670 -0.7108  0.49

***

Run b
# C3H4F2O

One molecule with the formula C3H4F2O (wB97M-V/def2-TZVPD, the OMol25 dataset).

Calculated values
gap between HOMO and LUMO: 9.632 eV
LUMO energy: 0.8 eV
SMILES: O[C@@H]1[C@@H](F)[C@H]1F

Last column: natural (NBO) charge in e.
CARTESIAN COORDINATES (ANGSTROEM)
O: 1.8221 0.0352 0.5121  -0.68
C: 0.4716 -0.1279 0.7985  0.08
C: -0.3500 -0.7156 -0.2487  0.10
F: -1.2984 -1.6156 0.0470  -0.32
C: -0.7524 0.7177 -0.3740  0.13
F: -1.9416 1.1265 0.1150  -0.32
H: 1.8191 0.4273 -0.3587  0.47
H: 0.3004 -0.1905 1.8095  0.21
H: 0.3453 -0.9968 -1.1307  0.16
H: -0.4162 1.3397 -1.1700  0.17

***

Of them, the most stable is run b and the least stable is run a.

***

Run a
# C3H4F2O

C3H4F2O as an isolated structure (wB97M-V/def2-TZVPD, the OMol25 dataset).

Calculated values
gap between HOMO and LUMO: 10.717 eV
LUMO energy: 0.3 eV

Last column: natural (NBO) charge in e.
CARTESIAN COORDINATES (ANGSTROEM)
C: -1.2752 -0.0827 -0.1001  -0.10
C: -0.2004 0.5800 0.6815  0.54
C: 1.1646 0.9433 0.3525  -0.05
O: -1.4107 1.1998 -0.4906  -0.50
F: -0.5687 1.1876 1.8715  -0.31
F: 1.2637 2.2292 -0.1502  -0.33
H: -1.0294 -0.8496 -0.7859  0.18
H: -1.9624 -0.4815 0.7338  0.17
H: 1.8139 0.4358 -0.3345  0.20
H: 1.6531 0.7305 1.2851  0.19

***

Run b
# C3H4F2O

One molecule with the formula C3H4F2O (wB97M-V/def2-TZVPD, the OMol25 dataset).

Calculated values
gap between HOMO and LUMO: 11.930 eV
LUMO energy: 0.9 eV
SMILES: FC[C@]1(F)CO1

Last column: natural (NBO) charge in e.
CARTESIAN COORDINATES (ANGSTROEM)
F: -2.5356 0.9646 -0.5752  -0.34
C: -1.2022 0.8162 -0.4928  0.02
C: -0.8023 -0.3139 0.5649  0.52
F: -1.3778 -0.0863 1.7652  -0.33
C: 0.4921 -1.0549 0.6229  -0.18
O: -0.7640 -1.6670 0.2533  -0.48
H: -0.8534 0.4482 -1.5645  0.17
H: -0.7415 1.7274 -0.1690  0.18
H: 0.9715 -0.9235 -0.3459  0.21
H: 0.7393 -1.2887 1.6719  0.23

***

Run c
# C3H4F2O

One molecule with the formula C3H4F2O (wB97M-V/def2-TZVPD, the OMol25 dataset).

Calculated values
gap between HOMO and LUMO: 10.543 eV
LUMO energy: 0.9 eV
SMILES: OC/C(F)=C\F

Last column: natural (NBO) charge in e.
CARTESIAN COORDINATES (ANGSTROEM)
O: 1.6063 -0.9714 -0.3389  -0.69
C: 0.3994 -1.1156 0.3270  -0.13
C: -0.6636 -0.1117 0.0223  0.30
F: -1.8489 -0.5987 -0.1228  -0.30
C: -0.4791 1.1805 -0.0517  0.12
F: 0.7719 1.6339 0.1011  -0.34
H: 1.9831 -0.1080 -0.1276  0.48
H: 0.4919 -1.0624 1.4176  0.17
H: 0.0371 -2.0760 0.0947  0.20
H: -1.2090 1.9813 -0.2635  0.18

***

Of them, the most stable is run c and the least stable is run a.